Computed, not measured: a molecular structure, C41H68FN8O4PSi2 at a distorted geometry, with ωB97M-V/def2-TZVPD.

Each line ends with the Löwdin charge.
Atoms and positions in Å:
C  1.5332  0.7492  -2.6377  -0.097
C  2.0541  1.3873  -3.9370  -0.225
C  1.4548  2.7903  -4.2094  -0.289
N  0.3902  2.6919  -5.2084  -0.090
Si  -0.7408  4.0404  -5.3099  0.297
C  -0.0764  5.3724  -6.4873  -0.200
C  1.4089  5.6458  -6.3389  -0.483
C  2.2155  4.7692  -7.3047  -0.049
O  1.5976  7.0274  -6.7370  -0.068
O  -2.1288  3.4501  -6.0508  -0.272
Si  -3.1484  2.4669  -5.1671  0.433
C  -2.2903  1.1130  -4.2024  -0.216
C  -1.6946  0.0382  -5.1031  -0.260
F  -1.8643  -1.2128  -4.5099  -0.069
O  -4.0623  3.4490  -4.1804  -0.227
C  -5.4700  3.3001  -4.2030  -0.222
C  -6.1903  4.6216  -4.5467  -0.396
C  -6.8296  4.6359  -5.9346  -0.030
O  -5.3047  5.7376  -4.4878  -0.044
P  -1.1480  5.0935  -3.4073  0.811
C  0.2662  6.2074  -2.9834  -0.327
C  -1.3888  3.9496  -1.9810  -0.346
H  1.4622  -0.3247  -2.7910  0.062
H  2.2607  0.8660  -1.8427  0.066
H  0.5536  1.1142  -2.3449  0.054
H  3.1384  1.4557  -3.8864  0.098
H  1.7952  0.7459  -4.7747  0.090
H  2.2916  3.4159  -4.5350  0.095
H  1.0875  3.1889  -3.2689  0.073
H  0.7831  2.4544  -6.1113  0.076
H  -0.6152  6.2865  -6.2314  0.082
H  -0.3408  5.1113  -7.5093  0.090
H  1.7592  5.5807  -5.3107  0.100
H  1.7479  3.8115  -7.5099  0.063
H  2.2386  5.2997  -8.2494  0.085
H  3.2331  4.6173  -6.9533  0.077
H  2.4970  7.2735  -6.4704  0.091
H  -4.0348  1.7985  -6.1418  0.043
H  -3.0548  0.6080  -3.6105  0.093
H  -1.5125  1.4623  -3.5277  0.046
H  -0.6433  0.2135  -5.2812  0.089
H  -2.2392  0.0026  -6.0492  0.100
H  -5.7784  2.9982  -3.1996  0.109
H  -5.8372  2.5220  -4.8739  0.095
H  -6.9922  4.7986  -3.8302  0.129
H  -7.9112  4.5877  -5.8574  0.074
H  -6.5242  3.7759  -6.5272  0.071
H  -6.5860  5.5443  -6.4706  0.080
H  -5.0244  5.8119  -3.5622  0.065
H  0.1824  7.0805  -3.6193  0.027
H  0.2020  6.5513  -1.9552  0.033
H  1.2401  5.7456  -3.1121  0.015
H  -1.6585  4.5625  -1.1251  0.017
H  -2.2125  3.2598  -2.1322  0.013
H  -0.5127  3.3688  -1.6913  0.022
N  3.0921  -1.2942  1.4856  0.009
C  3.9229  -1.8847  0.5762  -0.155
C  3.1484  -2.4413  -0.4070  -0.099
C  1.7926  -2.1778  -0.0776  -0.103
C  1.7914  -1.4706  1.0945  -0.158
H  3.3906  -0.8171  2.3164  0.144
H  4.9910  -1.8642  0.7103  0.112
H  3.5125  -2.9850  -1.2624  0.095
H  0.9198  -2.4791  -0.6327  0.098
H  0.9796  -1.0778  1.6837  0.080
N  5.1812  -6.5047  3.9129  0.010
C  4.2784  -5.4799  3.8482  -0.146
C  4.6227  -4.6851  2.7862  -0.109
C  5.7770  -5.2559  2.1858  -0.111
C  6.0964  -6.3780  2.9034  -0.141
H  5.1730  -7.2378  4.5982  0.137
H  3.4730  -5.4066  4.5601  0.096
H  4.1026  -3.7953  2.4728  0.064
H  6.3103  -4.8863  1.3256  0.087
H  6.8913  -7.0938  2.7828  0.105
N  -0.3111  -3.0982  3.4362  0.017
C  -0.4457  -4.3785  2.9819  -0.152
C  -1.6113  -4.8847  3.4958  -0.128
C  -2.2059  -3.8641  4.2864  -0.104
C  -1.3818  -2.7721  4.2240  -0.133
H  0.4611  -2.4956  3.2182  0.110
H  0.2982  -4.8177  2.3375  0.115
H  -1.9963  -5.8771  3.3239  0.097
H  -3.1301  -3.9254  4.8359  0.092
H  -1.4627  -1.7978  4.6752  0.105
N  0.7015  -6.7137  5.3063  0.026
C  0.4690  -6.5405  6.6399  -0.132
C  1.3954  -7.2797  7.3285  -0.116
C  2.2222  -7.9219  6.3672  -0.122
C  1.7676  -7.5503  5.1285  -0.158
H  0.1664  -6.2870  4.5670  0.100
H  -0.3323  -5.9089  6.9834  0.108
H  1.4688  -7.3500  8.4016  0.079
H  3.0528  -8.5817  6.5613  0.077
H  2.1101  -7.8089  4.1406  0.110
N  -5.0398  6.3184  -0.4203  0.012
C  -5.4043  5.1185  -0.9676  -0.150
C  -6.5952  4.7427  -0.4050  -0.104
C  -6.9646  5.7582  0.5166  -0.107
C  -5.9862  6.7163  0.4829  -0.137
H  -4.2053  6.8279  -0.6475  0.144
H  -4.7826  4.6359  -1.7063  0.094
H  -7.1407  3.8409  -0.6289  0.092
H  -7.8475  5.7825  1.1330  0.091
H  -5.8833  7.6426  1.0214  0.106
N  4.4645  -8.7679  9.5974  0.007
C  5.4710  -8.7173  8.6741  -0.150
C  6.5481  -9.3898  9.1866  -0.112
C  6.1736  -9.8684  10.4707  -0.113
C  4.8823  -9.4699  10.6943  -0.141
H  3.5578  -8.3521  9.4858  0.129
H  5.3344  -8.2076  7.7356  0.093
H  7.4976  -9.5248  8.6963  0.088
H  6.7821  -10.4399  11.1514  0.089
H  4.2286  -9.6246  11.5354  0.105
N  -0.1773  2.1638  3.1054  -0.001
C  -0.9562  1.5849  2.1392  -0.143
C  -1.7342  2.5661  1.5861  -0.112
C  -1.4098  3.7842  2.2412  -0.111
C  -0.4455  3.5039  3.1717  -0.141
H  0.4878  1.6802  3.6793  0.137
H  -0.8914  0.5305  1.9300  0.093
H  -2.4567  2.4274  0.7989  0.090
H  -1.8371  4.7548  2.0513  0.089
H  0.0693  4.1386  3.8723  0.105

molecular weight	843.19	g mol⁻¹
highest occupied orbital energy	-0.297	Ha
total charge	0